Record 1
{"formula": "C44H40N2O3", "method": "ωB97M-V with the def2-TZVPD basis set", "lumo_ev": -1.740, "gap_ha": 0.1468, "charge": 0, "species": ["C", "C", "O", "C", "C", "C", "C", "C", "O", "O", "H", "H", "H", "H", "H", "H", "H", "H", "H", "H", "H", "C", "C", "C", "C", "N", "C", "C", "C", "C", "C", "C", "C", "C", "C", "C", "C", "C", "C", "C", "C", "N", "C", "C", "C", "C", "C", "C", "C", "C", "C", "C", "C", "C", "C", "C", "C", "C", "C", "C", "H", "H", "H", "H", "H", "H", "H", "H", "H", "H", "H", "H", "H", "H", "H", "H", "H", "H", "H", "H", "H", "H", "H", "H", "H", "H", "H", "H", "H"], "xyz": [[-7.131, -3.726, -1.279], [-6.051, -2.714, -1.047], [-4.821, -3.457, -0.877], [-3.757, -2.622, -0.838], [-2.456, -3.303, -0.788], [-2.510, -4.766, -0.598], [-1.313, -2.630, -1.350], [-0.004, -3.394, -1.240], [-1.354, -1.506, -1.864], [-3.977, -1.413, -0.827], [-8.087, -3.221, -1.376], [-6.963, -4.279, -2.205], [-7.204, -4.437, -0.455], [-5.937, -2.055, -1.917], [-6.242, -2.107, -0.151], [-3.532, -5.064, -0.340], [-2.214, -5.290, -1.523], [-1.830, -5.113, 0.192], [-0.133, -4.475, -1.121], [0.626, -3.174, -2.108], [0.548, -3.053, -0.362], [6.210, -4.009, -2.581], [5.736, -4.824, -1.546], [5.269, -4.246, -0.365], [5.287, -2.852, -0.222], [4.806, -2.274, 0.992], [5.753, -1.832, 1.957], [6.252, -0.528, 1.880], [7.262, -0.117, 2.754], [7.740, -1.005, 3.724], [7.231, -2.306, 3.811], [6.248, -2.728, 2.911], [3.463, -1.846, 1.050], [2.628, -2.334, 2.071], [1.265, -2.106, 2.028], [0.712, -1.215, 1.066], [-0.693, -0.930, 1.016], [-1.154, 0.400, 0.853], [-2.498, 0.610, 0.468], [-2.979, 1.847, 0.131], [-2.182, 2.987, 0.364], [-2.674, 4.226, 0.004], [-2.066, 5.445, 0.414], [-1.273, 6.148, -0.500], [-0.744, 7.388, -0.140], [-1.052, 7.935, 1.112], [-1.865, 7.239, 2.014], [-2.357, 5.978, 1.675], [-3.704, 4.313, -0.974], [-4.940, 4.853, -0.603], [-5.980, 4.875, -1.532], [-5.744, 4.464, -2.851], [-4.480, 3.999, -3.237], [-3.461, 3.895, -2.288], [-0.884, 2.833, 0.904], [-0.357, 1.569, 1.104], [1.590, -0.654, 0.095], [2.930, -1.014, 0.054], [5.775, -2.039, -1.243], [6.224, -2.620, -2.434], [6.545, -4.461, -3.515], [5.725, -5.910, -1.650], [4.905, -4.850, 0.469], [5.851, 0.137, 1.112], [7.665, 0.894, 2.666], [8.515, -0.679, 4.419], [7.593, -3.001, 4.571], [5.842, -3.742, 2.927], [3.078, -2.938, 2.861], [0.596, -2.559, 2.764], [-1.412, -1.694, 1.331], [-3.143, -0.256, 0.366], [-3.970, 1.944, -0.314], [-1.072, 5.703, -1.477], [-0.096, 7.919, -0.841], [-0.648, 8.908, 1.392], [-2.121, 7.664, 2.989], [-2.988, 5.398, 2.354], [-5.068, 5.211, 0.423], [-6.969, 5.220, -1.216], [-6.554, 4.503, -3.580], [-4.281, 3.708, -4.271], [-2.473, 3.507, -2.548], [-0.292, 3.725, 1.123], [0.656, 1.456, 1.492], [1.183, 0.033, -0.651], [3.592, -0.635, -0.723], [5.800, -0.957, -1.097], [6.583, -1.977, -3.239]], "mulliken_charge": [-1.274, -0.116, -0.297, 0.449, 0.308, -1.882, 1.205, -0.979, -0.744, -0.797, 0.406, 0.292, 0.304, 0.295, 0.238, 0.410, 0.292, 0.318, 0.445, 0.275, 0.029, -0.396, -0.714, -0.212, -0.074, 0.954, -0.236, 0.092, -0.766, -0.363, -0.702, -0.189, 0.456, -0.570, -0.400, 0.200, -0.492, 0.328, -0.661, -0.850, 1.477, 0.848, -1.188, 0.317, -0.809, -0.357, -0.801, 0.184, -0.784, -0.081, -0.716, -0.391, -0.873, 0.536, -0.800, -0.836, -0.198, -0.744, 0.166, -0.935, 0.371, 0.370, 0.360, 0.346, 0.362, 0.368, 0.368, 0.337, 0.420, 0.485, 0.627, 0.282, 0.515, 0.413, 0.385, 0.377, 0.376, 0.443, 0.379, 0.385, 0.376, 0.387, 0.429, 0.443, 0.473, 0.453, 0.227, 0.283, 0.363]}

Record 2
{"formula": "C3H7ClN4O4", "method": "ωB97M-V with the def2-TZVPD basis set", "lumo_ev": [-0.979, -1.882], "de_lowest_kcal_mol": 61.7, "gap_ha": [0.3003, 0.2818], "charge": 0, "species": ["C", "C", "C", "N", "N", "N", "N", "O", "O", "O", "O", "Cl", "H", "H", "H", "H", "H", "H", "H"], "xyz": [[-3.958, 0.886, -0.158], [4.007, -0.561, -0.338], [-0.292, -1.640, 0.199], [-2.125, -0.447, -0.079], [1.892, -1.048, -0.048], [-1.736, -1.621, -0.104], [0.696, -0.647, -0.266], [-2.284, -2.701, -0.213], [0.407, 0.419, -0.818], [-3.476, -0.462, -0.296], [2.731, -0.062, -0.494], [0.245, -3.197, 0.180], [-3.895, 1.209, 0.824], [-5.004, 0.805, -0.449], [-3.394, 1.656, -0.719], [4.333, -0.632, 0.730], [4.629, 0.110, -0.831], [4.124, -1.662, -0.827], [-0.062, -0.912, 2.415]], "mulliken_charge": [-0.520, -0.451, -0.041, -0.290, -0.575, 0.948, 1.038, -0.687, -0.634, -0.206, -0.146, -0.059, 0.303, 0.256, 0.243, 0.232, 0.295, 0.199, 0.096]}

Record 3
{"formula": "C22H56O14S8", "method": "ωB97M-V with the def2-TZVPD basis set", "lumo_ev": -0.298, "de_lowest_kcal_mol": 0.0, "gap_ha": 0.2676, "charge": 0, "species": ["C", "C", "O", "C", "O", "O", "H", "H", "H", "H", "C", "C", "O", "C", "O", "O", "H", "H", "H", "H", "C", "S", "O", "C", "H", "H", "H", "H", "H", "H", "C", "S", "O", "C", "H", "H", "H", "H", "H", "H", "C", "S", "O", "C", "H", "H", "H", "H", "H", "H", "C", "S", "O", "C", "H", "H", "H", "H", "H", "H", "C", "S", "O", "C", "H", "H", "H", "H", "H", "H", "C", "S", "O", "C", "H", "H", "H", "H", "H", "H", "C", "S", "O", "C", "H", "H", "H", "H", "H", "H", "C", "S", "O", "C", "H", "H", "H", "H", "H", "H"], "xyz": [[-0.021, 0.123, 0.638], [0.665, 0.651, -0.621], [0.384, -0.365, -1.602], [-0.037, -1.483, -0.965], [-0.342, -2.483, -1.524], [-0.065, -1.276, 0.381], [-1.029, 0.518, 0.769], [0.611, 0.428, 1.472], [1.746, 0.632, -0.486], [0.277, 1.620, -0.929], [-2.627, 2.241, -2.964], [-4.071, 2.054, -2.539], [-4.774, 2.770, -3.547], [-4.015, 2.741, -4.689], [-4.384, 3.130, -5.744], [-2.795, 2.256, -4.413], [-1.987, 1.391, -2.748], [-2.174, 3.181, -2.661], [-4.266, 2.458, -1.553], [-4.293, 0.983, -2.521], [-0.365, -6.470, 4.199], [-0.002, -5.445, 2.766], [-0.832, -5.879, 1.632], [-0.728, -3.964, 3.454], [0.191, -7.402, 4.093], [-1.413, -6.781, 4.177], [-0.087, -5.900, 5.079], [-0.124, -3.596, 4.281], [-1.774, -4.140, 3.721], [-0.689, -3.184, 2.691], [2.090, 3.704, 1.282], [2.956, 5.271, 1.038], [3.672, 5.181, -0.258], [1.490, 6.308, 0.820], [2.843, 2.936, 1.112], [1.239, 3.565, 0.615], [1.748, 3.707, 2.319], [1.787, 7.096, 0.130], [1.244, 6.733, 1.793], [0.657, 5.748, 0.408], [-3.258, -3.656, -0.747], [-3.947, -5.354, -0.694], [-2.759, -6.227, -0.603], [-4.638, -5.232, 0.957], [-4.034, -2.929, -0.513], [-2.926, -3.567, -1.775], [-2.454, -3.685, -0.015], [-5.310, -4.373, 1.036], [-3.847, -5.125, 1.704], [-5.202, -6.131, 1.203], [5.636, 1.998, 0.700], [5.050, 0.308, 0.631], [3.565, 0.398, 0.773], [5.397, 0.045, -1.115], [5.229, 2.376, 1.638], [5.183, 2.584, -0.103], [6.721, 2.057, 0.669], [4.839, -0.798, -1.506], [6.481, 0.038, -1.218], [5.030, 0.933, -1.643], [0.213, -5.794, -3.175], [0.686, -7.162, -2.124], [-0.268, -7.181, -1.013], [0.198, -8.489, -3.252], [0.690, -5.880, -4.151], [0.593, -4.906, -2.666], [-0.869, -5.686, -3.234], [-0.827, -8.283, -3.563], [0.303, -9.418, -2.702], [0.813, -8.511, -4.154], [0.958, 2.495, -4.067], [1.106, 4.257, -3.754], [0.038, 4.564, -2.749], [2.629, 4.197, -2.778], [1.821, 2.115, -4.607], [-0.016, 2.394, -4.546], [0.890, 1.958, -3.118], [3.003, 5.209, -2.654], [3.376, 3.549, -3.230], [2.302, 3.808, -1.814], [2.527, 1.216, 5.084], [1.517, 0.096, 4.123], [1.893, -1.278, 4.464], [0.022, 0.440, 5.053], [2.359, 1.063, 6.153], [2.154, 2.234, 4.937], [3.573, 1.105, 4.819], [-0.696, -0.336, 4.782], [-0.365, 1.446, 4.904], [0.200, 0.293, 6.122], [-3.447, 4.533, 1.511], [-1.985, 3.998, 0.630], [-2.185, 2.781, -0.194], [-1.856, 5.421, -0.469], [-4.374, 4.411, 0.947], [-3.290, 5.602, 1.659], [-3.536, 4.039, 2.474], [-1.141, 5.172, -1.257], [-1.655, 6.307, 0.122], [-2.815, 5.503, -0.995]], "mulliken_charge": [0.831, 0.428, -0.412, 0.413, -0.486, -0.155, 0.124, -0.356, -0.169, -0.179, 0.542, -0.083, -0.369, 0.568, -0.539, -0.378, -0.037, -0.126, 0.176, 0.256, -1.010, 0.446, -0.425, -0.801, 0.345, 0.287, 0.353, 0.448, 0.360, -0.007, 0.102, 0.379, -0.590, -0.495, -0.178, -0.328, 0.497, 0.420, 0.398, -0.266, -0.765, 0.313, -0.391, -0.722, 0.456, 0.283, 0.103, 0.358, 0.018, 0.333, -0.757, 0.344, -0.475, -0.832, 0.229, 0.134, 0.452, 0.360, 0.394, 0.111, -0.746, 0.401, -0.419, -0.996, 0.419, 0.134, 0.233, 0.275, 0.317, 0.387, -0.315, 0.201, -0.593, -0.437, 0.422, 0.240, -0.184, 0.372, 0.408, -0.184, -1.113, 0.817, -0.678, -1.177, 0.408, 0.328, 0.328, 0.294, 0.366, 0.419, -1.142, 0.697, -0.597, -0.737, 0.302, 0.417, 0.330, -0.076, 0.498, 0.452]}

Record 4
{"formula": "C11H21N3O4", "method": "ωB97M-V with the def2-TZVPD basis set", "lumo_ev": 0.434, "de_lowest_kcal_mol": 33.6, "gap_ha": 0.3722, "charge": 0, "smiles": "CC(C)C[C@H](N)C(=O)N[C@@H](CCC(N)=O)C(=O)O", "species": ["C", "C", "C", "C", "C", "N", "C", "O", "N", "C", "C", "C", "C", "N", "O", "C", "O", "O", "H", "H", "H", "H", "H", "H", "H", "H", "H", "H", "H", "H", "H", "H", "H", "H", "H", "H", "H", "H", "H"], "xyz": [[4.019, -1.239, -0.494], [3.037, -1.909, -1.492], [3.486, -3.306, -1.854], [1.591, -2.032, -0.976], [0.840, -0.776, -0.601], [0.968, 0.464, -1.370], [0.982, -0.492, 0.905], [2.022, -0.708, 1.551], [-0.047, 0.032, 1.620], [-1.466, 0.198, 1.456], [-1.737, 0.957, 0.099], [-1.084, 2.368, 0.163], [-1.905, 3.317, -0.749], [-1.178, 4.250, -1.451], [-3.122, 3.337, -0.790], [-2.210, -1.147, 1.567], [-1.660, -2.213, 1.766], [-3.562, -1.028, 1.481], [3.835, -0.183, -0.221], [3.906, -1.792, 0.401], [5.092, -1.307, -0.811], [3.004, -1.237, -2.348], [2.778, -3.760, -2.545], [4.435, -3.213, -2.342], [3.594, -4.013, -1.005], [1.004, -2.552, -1.730], [1.550, -2.712, -0.105], [-0.226, -1.107, -0.639], [0.955, 0.312, -2.384], [1.876, 0.879, -1.169], [0.224, 0.008, 2.559], [-1.807, 0.799, 2.269], [-1.400, 0.463, -0.813], [-2.823, 1.147, 0.024], [-1.146, 2.789, 1.186], [-0.033, 2.336, -0.133], [-0.166, 4.329, -1.461], [-1.665, 4.963, -1.941], [-3.930, -0.111, 1.404]], "mulliken_charge": [-1.401, 0.983, -1.610, -1.589, 0.493, -0.395, -0.053, -0.665, -0.051, -0.508, -0.514, -0.346, 0.443, -0.357, -0.633, 0.378, -0.536, -0.518, 0.257, 0.318, 0.383, 0.216, 0.396, 0.454, 0.322, 0.539, 0.343, 0.198, 0.282, 0.289, 0.282, 0.662, 0.139, 0.572, 0.327, 0.049, 0.206, 0.243, 0.400]}

Record 5
{"formula": "C36H51N5PtSSb", "method": "ωB97M-V with the def2-TZVPD basis set", "lumo_ev": [-11.564, -11.563], "gap_ha": [0.1789, 0.1789], "charge": 3, "species": ["Pt", "S", "N", "C", "C", "C", "C", "C", "N", "C", "C", "N", "C", "C", "C", "C", "C", "N", "H", "H", "H", "H", "H", "H", "C", "C", "C", "C", "C", "C", "C", "C", "N", "C", "C", "C", "C", "H", "H", "H", "H", "H", "H", "H", "H", "H", "H", "H", "H", "H", "H", "H", "H", "H", "H", "C", "C", "C", "C", "Sb", "C", "C", "C", "C", "C", "C", "C", "C", "H", "H", "H", "H", "H", "H", "H", "H", "H", "H", "H", "H", "H", "H", "H", "H", "H", "H", "H", "H", "H", "H", "H", "H", "H", "H", "H"], "xyz": [[0.896, -0.493, -0.237], [6.131, -2.045, 4.848], [6.288, -1.751, 3.274], [5.063, -1.713, 2.768], [4.733, -1.486, 1.375], [5.670, -1.385, 0.344], [5.222, -1.225, -0.951], [3.855, -1.117, -1.191], [2.953, -1.183, -0.212], [3.382, -1.396, 1.050], [2.336, -1.615, 2.038], [1.051, -1.564, 1.596], [0.079, -1.878, 2.450], [0.321, -2.230, 3.773], [1.617, -2.243, 4.243], [2.651, -1.930, 3.361], [4.056, -1.932, 3.726], [4.527, -2.131, 4.950], [6.726, -1.456, 0.573], [5.912, -1.183, -1.781], [3.478, -0.990, -2.195], [-0.922, -1.871, 2.055], [-0.508, -2.503, 4.410], [1.848, -2.505, 5.267], [-1.143, 6.003, 1.158], [-0.877, 4.531, 1.263], [-1.365, 3.800, 2.362], [-1.205, 2.406, 2.514], [-1.755, 1.718, 3.726], [-0.530, 1.739, 1.534], [0.080, 2.426, 0.411], [-0.154, 3.858, 0.315], [0.785, 1.708, -0.431], [1.896, 2.269, -1.288], [3.132, 2.199, -0.361], [1.821, 3.707, -1.821], [2.055, 1.381, -2.517], [-2.120, 6.259, 1.565], [-1.097, 6.342, 0.125], [-0.396, 6.558, 1.728], [-1.908, 4.339, 3.132], [-2.785, 2.024, 3.915], [-1.174, 1.982, 4.611], [-1.729, 0.635, 3.614], [-0.347, 0.676, 1.630], [0.165, 4.404, -0.551], [3.002, 2.864, 0.493], [3.992, 2.537, -0.938], [3.328, 1.196, 0.001], [2.019, 4.467, -1.068], [0.885, 3.911, -2.342], [2.618, 3.795, -2.559], [1.833, 0.328, -2.310], [3.081, 1.443, -2.877], [1.397, 1.701, -3.324], [-3.735, 0.629, 0.500], [-3.532, -0.853, 0.225], [-3.344, -1.637, 1.512], [-4.663, -1.439, -0.610], [-1.623, -0.988, -0.967], [-1.882, 0.149, -2.871], [-1.608, 1.614, -2.558], [-0.890, -0.395, -3.885], [-3.309, -0.048, -3.366], [-1.088, -3.129, -1.401], [0.127, -3.147, -2.320], [-2.301, -3.769, -2.068], [-0.738, -3.822, -0.093], [-4.662, 0.757, 1.067], [-3.844, 1.208, -0.418], [-2.923, 1.048, 1.093], [-4.278, -1.593, 2.078], [-2.569, -1.205, 2.143], [-3.135, -2.691, 1.338], [-5.557, -1.428, 0.021], [-4.498, -2.473, -0.898], [-4.896, -0.854, -1.492], [-0.582, 1.768, -2.240], [-2.282, 2.019, -1.801], [-1.758, 2.196, -3.473], [0.127, -0.456, -3.503], [-0.877, 0.277, -4.748], [-1.190, -1.374, -4.252], [-4.040, 0.442, -2.726], [-3.578, -1.096, -3.492], [-3.390, 0.423, -4.350], [-0.089, -2.809, -3.327], [0.482, -4.179, -2.390], [0.963, -2.556, -1.922], [-2.638, -3.224, -2.951], [-3.135, -3.887, -1.379], [-2.025, -4.774, -2.400], [0.172, -3.420, 0.344], [-0.548, -4.876, -0.313], [-1.539, -3.795, 0.644]], "mulliken_charge": [5.033, 0.255, -0.641, 0.716, 0.482, -0.649, -1.205, -0.029, -0.285, 0.110, -0.841, 0.500, -0.635, -1.228, -0.874, 0.426, 0.732, -0.631, 0.585, 0.506, 0.602, 0.450, 0.612, 0.587, -1.834, -0.359, -0.131, 0.281, -1.724, 0.124, 0.277, -0.265, -0.008, 1.445, -1.435, -2.263, -0.713, 0.465, 0.408, 0.366, 0.569, 0.461, 0.471, 0.044, 0.150, 0.563, 0.364, 0.535, 0.156, 0.549, 0.336, 0.491, -0.864, 0.628, 0.475, -1.626, 1.569, -1.568, -1.349, -1.569, 2.152, -2.221, -1.967, -1.844, 1.484, -1.614, -1.503, -1.702, 0.560, 0.264, 0.293, 0.618, 0.200, 0.289, 0.544, 0.265, 0.276, 0.773, 0.260, 0.585, 0.291, 0.532, 0.431, 0.370, 0.331, 0.580, 0.251, 0.536, 0.185, 0.268, 0.326, 0.536, 0.228, 0.549, 0.286]}

Record 6
{"formula": "H16NO11", "method": "ωB97M-V with the def2-TZVPD basis set", "lumo_ev": 2.402, "de_lowest_kcal_mol": 55.3, "gap_ha": 0.3225, "charge": -1, "species": ["N", "O", "O", "O", "O", "H", "H", "O", "H", "H", "O", "H", "H", "O", "H", "H", "O", "H", "H", "O", "H", "H", "O", "H", "H", "O", "H", "H"], "xyz": [[-0.301, -0.488, 1.103], [0.831, -1.035, 1.300], [-0.368, 0.701, 1.463], [-0.832, -0.757, 0.009], [2.898, 0.867, 1.741], [2.181, 0.250, 1.741], [2.585, 1.602, 2.264], [2.635, 0.142, -1.156], [2.007, 0.231, -1.877], [2.517, -0.788, -0.828], [2.238, -2.353, -0.519], [1.827, -2.098, 0.313], [1.551, -2.533, -1.119], [0.284, 2.642, -0.057], [0.048, 1.989, 0.636], [-0.073, 2.317, -0.868], [0.305, 0.563, -2.201], [-0.146, 0.168, -2.975], [-0.075, 0.164, -1.439], [-1.221, -2.849, -1.920], [-1.235, -2.499, -1.035], [-0.297, -2.799, -2.254], [-2.361, 2.771, 2.971], [-1.876, 2.007, 2.995], [-3.209, 2.558, 2.633], [-3.484, 0.121, -0.265], [-2.671, -0.255, 0.063], [-3.759, -0.638, -0.718]], "mulliken_charge": [0.906, -0.804, -0.552, -0.510, -0.620, 0.374, 0.281, -0.691, 0.344, 0.397, -0.734, 0.480, 0.254, -0.668, 0.414, 0.261, -0.667, 0.269, 0.322, -0.634, 0.354, 0.291, -0.607, 0.295, 0.303, -0.641, 0.324, 0.258]}

In order of appearance, strongest force on any atom = 2.12; 4.03; 1.53; 3.09; 1.37; 8.14 eV/Å.